The following is a quantum chemistry calculation of a single C2H4N2S3 molecule, from the OMol25 dataset.

Geometry as XYZ:
```
11
Properties=species:S:1:pos:R:3:nbo_charge:R:1
C -1.41 0.65 0.99 -0.8398
C 0.99 -0.16 -0.23 -0.0834
N 0.21 -1.13 -0.53 -0.2870
N -0.99 -1.12 -0.93 -0.5620
S -2.03 -0.22 -0.25 0.9290
S 0.87 1.42 -1.14 0.0013
S 2.63 -0.46 0.42 0.0729
H -2.08 1.02 1.83 0.2585
H -0.34 0.50 1.11 0.2290
H -0.22 1.21 -1.87 0.1387
H 2.36 -1.71 0.60 0.1427
```

Output
* E_HOMO (alpha / beta): -8.12 / -8.13 eV
* frontier orbital gap (alpha / beta): 7.884 / 7.883 eV



The following is a quantum chemistry calculation of a single C2H4N2S3 molecule, from the OMol25 dataset.

Geometry as XYZ:
```
11
Properties=species:S:1:pos:R:3:nbo_charge:R:1
C -1.00 0.11 -0.02 -0.1038
C -0.34 -0.79 -0.96 -0.4167
N 0.98 1.06 -0.13 -0.5378
N -0.13 0.96 0.61 -0.2752
S 1.33 -0.37 -1.10 0.4268
S -1.13 -2.00 -1.92 0.1123
S 0.19 0.42 2.46 -0.0816
H -2.01 0.01 0.30 0.2316
H 1.79 1.42 0.37 0.3977
H 0.00 -2.53 -2.40 0.1344
H 0.32 1.70 2.80 0.1122
```

Output
* E_HOMO: -7.17 eV
* SMILES string: SC1=CN(S)NS1
* frontier orbital gap: 7.335 eV



The following is a quantum chemistry calculation of a single C2H4N2S3 molecule, from the OMol25 dataset.

Geometry as XYZ:
```
11
Properties=species:S:1:pos:R:3:nbo_charge:R:1
C 0.62 1.38 -0.16 -0.1025
C 0.18 0.32 0.42 -0.0644
N 0.92 1.20 -1.84 -0.7488
N 0.12 -0.88 -0.32 -0.7415
S 0.96 -0.55 -1.90 0.5415
S -0.10 0.43 2.13 0.0496
S -1.22 -1.86 -0.02 0.2404
H 0.98 2.34 0.22 0.2339
H 0.16 1.49 -2.40 0.3577
H -0.93 -0.66 2.05 0.1451
H -0.76 -2.87 0.59 0.0890
```

Output
* E_HOMO: -8.28 eV
* SMILES string: SC1=CNSN1S
* frontier orbital gap: 8.711 eV



The following is a quantum chemistry calculation of a single C2H4N2S3 molecule, from the OMol25 dataset.

Geometry as XYZ:
```
11
Properties=species:S:1:pos:R:3:nbo_charge:R:1
C -0.65 -0.63 -0.32 -0.2652
C -1.07 0.65 0.38 -0.5295
N 0.38 -1.35 0.36 -0.6621
N 1.44 1.09 0.42 -0.9149
S 1.86 -1.65 -0.01 0.5387
S 2.67 0.39 -0.28 0.4662
S 0.10 1.99 -0.07 0.4802
H -1.58 -1.38 -0.39 0.2053
H -0.23 -0.65 -1.38 0.2162
H -1.94 0.85 -0.11 0.2266
H -0.98 0.69 1.39 0.2386
```

Output
* E_HOMO (alpha / beta): -8.25 / -8.33 eV
* frontier orbital gap (alpha / beta): 6.951 / 7.255 eV



The following is a quantum chemistry calculation of 2 unconnected molecules or ions with the total composition C2H4N3, from the OMol25 dataset.

Geometry as XYZ:
```
9
Properties=species:S:1:pos:R:3:nbo_charge:R:1
C 0.14 -1.33 1.96 0.2050
C 0.32 0.91 -1.40 -0.0858
N -0.77 0.02 -1.15 -0.1150
N 0.27 -0.56 -1.41 0.2302
N 0.38 -1.93 2.91 -0.6669
H 0.35 1.43 -2.34 0.2395
H 0.80 1.38 -0.55 0.2455
H -1.74 -0.13 -0.92 0.4824
H 0.56 -2.46 3.74 0.4650
```

Output
* E_HOMO: -15.52 eV
* frontier orbital gap: 8.599 eV
* total charge: +1



The following is a quantum chemistry calculation of a gas-phase ion, C2H4N3O (charge +1), from the OMol25 dataset.

Geometry as XYZ:
```
10
Properties=species:S:1:pos:R:3:nbo_charge:R:1
C -1.88 0.10 -0.16 0.1528
C -0.41 -0.18 -0.12 0.4639
N -2.99 0.39 -0.14 -0.0887
N 0.33 0.92 -0.12 -0.2435
N 0.12 -1.38 0.08 -0.6944
O 1.72 0.68 -0.06 -0.5279
H 0.12 1.80 -0.71 0.4642
H -0.26 -2.35 0.26 0.4928
H 1.17 -1.18 0.26 0.4588
H 2.07 1.20 0.71 0.5219
```

Output
* E_HOMO: -16.67 eV
* SMILES string: N#CC(=[NH2+])NO
* frontier orbital gap: 11.125 eV
* total charge: +1



The following is a quantum chemistry calculation of 2 unconnected molecules or ions with the total composition C2H4N3O5, from the OMol25 dataset.

Geometry as XYZ:
```
14
Properties=species:S:1:pos:R:3:nbo_charge:R:1
C -0.19 1.04 0.16 -0.7836
C 0.47 0.61 1.32 0.6670
N 1.73 0.25 1.09 -0.4197
N -2.95 0.62 0.80 0.2653
N 2.52 -0.09 2.09 0.5940
O -3.31 1.83 0.84 -0.5984
O 2.20 0.07 3.31 -0.5091
O -3.54 -0.32 1.26 -0.4958
O 3.67 -0.53 1.75 -0.4186
O -0.16 0.73 2.49 -0.6287
H 0.30 0.80 -0.82 0.2292
H -1.35 0.76 0.11 0.3119
H -0.36 2.01 0.26 0.2603
H 0.49 0.66 3.28 0.5264
```

Output
* E_HOMO: -3.37 eV
* frontier orbital gap: 5.838 eV
* total charge: -1



The following is a quantum chemistry calculation of 2 unconnected molecules or ions with the total composition C2H4N3O8S2, from the OMol25 dataset.

Geometry as XYZ:
```
19
Properties=species:S:1:pos:R:3:nbo_charge:R:1
C 3.35 1.23 -0.83 0.6466
C 4.14 0.04 -1.31 -0.7070
N 2.18 0.92 -0.33 -0.4991
N 1.21 1.85 -0.02 -0.2058
N 0.09 1.26 0.28 0.5329
O -0.17 0.06 -0.07 -0.6174
O -3.91 -1.19 2.19 -0.8787
O 3.79 2.36 -0.91 -0.6405
O -0.83 1.92 0.88 -0.5779
O -4.60 0.86 1.00 -0.8553
O -3.42 -1.07 0.07 -0.8622
O -3.25 -3.31 1.09 -0.8830
O -5.47 -2.38 0.66 -0.8848
S -3.39 0.12 1.19 1.8223
S -4.10 -2.18 0.96 2.5292
H 5.17 0.36 -1.50 0.2295
H 3.87 -0.63 -0.51 0.2244
H 3.74 -0.33 -2.26 0.2166
H 1.58 0.13 -0.58 0.4103
```

Output
* E_HOMO: -4.52 eV
* frontier orbital gap: 6.972 eV
* total charge: -1



The following is a quantum chemistry calculation of a single C2H4N3P molecule, from the OMol25 dataset.

Geometry as XYZ:
```
10
Properties=species:S:1:pos:R:3:nbo_charge:R:1
C 0.15 0.90 1.51 -0.0144
C 0.67 0.67 -0.81 0.1326
N 0.84 1.01 0.30 -0.3209
N -0.82 0.08 1.44 -0.1424
N -1.34 -0.33 0.39 -0.5250
P 0.04 -0.68 -1.76 0.4012
H 0.42 1.44 2.42 0.2123
H -1.91 -1.15 0.58 0.3416
H 1.10 -1.58 -1.26 -0.0067
H 0.85 -0.36 -2.80 -0.0782
```

Output
* E_HOMO (alpha / beta): -7.81 / -7.81 eV
* SMILES string: [H]/N=N/C=N\C#[PH2]
* frontier orbital gap (alpha / beta): 7.534 / 7.537 eV



The following is a quantum chemistry calculation of a single C2H4N3P molecule, from the OMol25 dataset.

Geometry as XYZ:
```
10
Properties=species:S:1:pos:R:3:nbo_charge:R:1
C 0.81 -0.31 -1.49 -0.1367
C 0.74 -0.64 -0.15 -0.0862
N 0.20 0.93 -1.61 -0.2236
N -0.22 1.25 -0.44 -0.0867
N 0.02 0.32 0.46 -0.4276
P -0.79 0.54 1.95 0.5671
H 1.18 -0.88 -2.33 0.2249
H 1.14 -1.47 0.40 0.2222
H -1.26 -0.85 1.87 -0.0303
H -1.82 1.11 1.36 -0.0229
```

Output
* E_HOMO: -9.59 eV
* SMILES string: Pn1ccnn1
* frontier orbital gap: 10.341 eV



The following is a quantum chemistry calculation of a molecular structure, C2H4N4, from the OMol25 dataset.

Geometry as XYZ:
```
10
Properties=species:S:1:pos:R:3:nbo_charge:R:1
C -1.65 -0.05 0.00 -0.4908
N -0.21 0.12 0.11 0.0094
N 0.70 0.71 0.83 -0.2288
C 1.82 0.26 0.26 0.0930
N 1.59 -0.58 -0.77 -0.2374
N 0.32 -0.64 -0.84 -0.0966
H -2.05 -0.44 0.96 0.2121
H -1.18 -0.83 -0.98 0.3185
H -2.14 0.93 -0.15 0.2124
H 2.81 0.51 0.56 0.2083
```

Output
* E_HOMO: -10.79 eV
* frontier orbital gap: 11.862 eV



The following is a quantum chemistry calculation of a molecular structure, C2H4N4, from the OMol25 dataset.

Geometry as XYZ:
```
10
Properties=species:S:1:pos:R:3:nbo_charge:R:1
N 0.53 -0.65 -1.59 -0.8098
C 0.16 0.13 -0.55 0.5959
N 0.95 0.85 0.13 -0.5372
C 0.39 0.64 1.39 0.1268
N -0.86 0.33 1.53 -0.2851
N -1.32 -0.07 0.32 -0.5113
H -0.07 -1.40 -1.86 0.4063
H 1.50 -0.69 -1.91 0.4191
H 1.05 0.63 2.22 0.1885
H -2.33 0.24 0.31 0.4067
```

Output
* E_HOMO: -8.27 eV
* frontier orbital gap: 9.076 eV



The following is a quantum chemistry calculation of 2 unconnected molecules or ions with the total composition C2H4N4, from the OMol25 dataset.

Geometry as XYZ:
```
10
Properties=species:S:1:pos:R:3:nbo_charge:R:1
C 1.16 0.15 0.58 0.4669
C -1.44 0.02 -0.57 0.4557
N 1.99 1.13 0.43 -0.8427
N 0.43 -0.73 0.71 -0.4518
N -1.90 -1.19 -0.37 -0.8549
N -1.08 1.07 -0.78 -0.4519
H -2.55 -1.27 0.39 0.4190
H -1.46 -2.00 -0.89 0.4335
H 2.96 0.95 0.69 0.4067
H 1.88 1.86 -0.20 0.4193
```

Output
* E_HOMO: -9.44 eV
* SMILES string: N#CN.N#CN
* frontier orbital gap: 10.264 eV



The following is a quantum chemistry calculation of 2 unconnected molecules or ions with the total composition C2H4N4, from the OMol25 dataset.

Geometry as XYZ:
```
10
Properties=species:S:1:pos:R:3:nbo_charge:R:1
N 1.96 -0.34 -0.12 -0.8044
C 0.82 -0.59 0.55 0.3265
N -0.26 -1.06 0.29 -0.0961
N -1.52 -1.10 0.17 -0.5307
C -1.29 1.72 -0.12 0.0907
N -0.26 2.23 -0.27 -0.3635
H 2.67 0.18 0.38 0.4014
H 1.91 -0.13 -1.11 0.3901
H -1.80 -2.08 0.21 0.3281
H -2.21 1.18 0.02 0.2578
```

Output
* E_HOMO: -8.80 eV
* frontier orbital gap: 9.382 eV



The following is a quantum chemistry calculation of a single C2H4N4 molecule, from the OMol25 dataset.

Geometry as XYZ:
```
10
Properties=species:S:1:pos:R:3:nbo_charge:R:1
C 0.45 -0.19 -0.11 0.2339
C -0.48 0.86 -0.06 -0.1692
H 2.24 -1.09 -0.15 0.3865
H 2.20 0.31 0.73 0.3761
H -0.34 1.92 -0.20 0.2304
H -2.58 0.61 0.02 0.4166
N 1.84 -0.15 -0.11 -0.8212
N -1.65 0.19 -0.04 -0.3121
N -1.48 -1.10 -0.01 -0.0614
N -0.21 -1.37 -0.06 -0.2797
```

Output
* E_HOMO: -8.66 eV
* SMILES string: Nc1c[nH]nn1
* frontier orbital gap: 9.580 eV



The following is a quantum chemistry calculation of a single C2H4N4 molecule, from the OMol25 dataset.

Geometry as XYZ:
```
10
Properties=species:S:1:pos:R:3:nbo_charge:R:1
N -1.75 -0.13 -0.25 -0.8271
C -0.38 -0.16 -0.07 0.4943
N 0.48 -1.16 -0.08 -0.5235
C 1.68 -0.51 0.04 0.1403
N 1.61 0.80 0.14 -0.2928
N 0.27 1.00 0.06 -0.3819
H -2.24 0.32 0.52 0.3858
H -2.14 -1.03 -0.48 0.3988
H 2.63 -1.03 0.07 0.1984
H -0.16 1.91 0.04 0.4077
```

Output
* E_HOMO: -9.17 eV
* SMILES string: Nc1ncn[nH]1
* frontier orbital gap: 9.963 eV



The following is a quantum chemistry calculation of a molecular structure, C2H4N4O, from the OMol25 dataset.

Geometry as XYZ:
```
11
Properties=species:S:1:pos:R:3:nbo_charge:R:1
C -0.41 -0.69 0.25 0.1073
C -0.84 0.61 0.00 0.4680
N 1.50 -0.43 0.07 -0.1937
N 0.30 1.46 -0.08 -0.4365
N 1.48 0.81 0.05 -0.0694
N -0.88 -1.90 -0.01 -0.7711
O -1.97 1.09 0.01 -0.6614
H 0.24 2.47 -0.10 0.4154
H 2.31 1.39 0.23 0.3756
H -1.21 -2.13 -0.94 0.3744
H -0.52 -2.68 0.53 0.3916
```

Output
* E_HOMO (alpha / beta): -7.72 / -7.72 eV
* frontier orbital gap (alpha / beta): 8.344 / 8.344 eV



The following is a quantum chemistry calculation of a molecular structure, C2H4N4O, from the OMol25 dataset.

Geometry as XYZ:
```
11
Properties=species:S:1:pos:R:3:nbo_charge:R:1
C -1.85 -1.02 -0.96 -0.3534
C -0.25 0.07 0.25 0.5725
H -2.00 -2.28 -0.35 0.2404
H -0.91 -0.89 -1.83 0.1885
H -3.05 -0.69 -1.67 0.2421
H 0.53 -1.21 -1.24 0.4396
N 0.25 0.75 1.22 -0.3223
N 1.63 0.73 0.91 -0.0310
N 1.87 0.17 -0.14 -0.0339
N 0.69 -0.28 -0.64 -0.4638
O -1.63 0.14 -0.02 -0.4788
```

Output
* E_HOMO: -10.68 eV
* frontier orbital gap: 10.732 eV



The following is a quantum chemistry calculation of a single C2H4N4O molecule, from the OMol25 dataset.

Geometry as XYZ:
```
11
Properties=species:S:1:pos:R:3:nbo_charge:R:1
C -0.69 -0.24 -0.02 0.5619
C 1.42 -0.25 0.00 0.6292
H -2.20 -1.41 -0.02 0.3977
H -2.61 0.08 -0.58 0.4057
H 3.28 0.15 0.10 0.3535
H -0.80 1.56 0.65 0.3718
N -2.01 -0.45 0.08 -0.7931
N 0.33 -1.07 0.00 -0.5314
N 2.65 -0.61 -0.06 -0.7013
N -0.39 1.11 -0.17 -0.3196
O 1.02 1.13 0.03 -0.3742
```

Output
* E_HOMO: -9.26 eV
* SMILES string: [H]/N=c1/nc(N)[nH]o1
* frontier orbital gap: 9.779 eV



The following is a quantum chemistry calculation of a single C2H4N4O molecule, from the OMol25 dataset.

Geometry as XYZ:
```
11
Properties=species:S:1:pos:R:3:nbo_charge:R:1
C 0.12 0.04 1.85 0.3974
C 0.19 0.76 -0.15 0.4917
H -0.63 -0.51 -1.84 0.3920
H 0.29 -1.95 -1.51 0.3523
H -0.49 0.06 2.89 0.2436
H -0.36 2.28 -1.18 0.3626
N -0.30 -1.32 -0.95 -0.6721
N 0.52 -0.64 -0.10 -0.0433
N 0.03 1.06 1.13 -0.5477
N 0.24 1.27 -1.27 -0.6966
O 0.41 -1.05 1.14 -0.2798
```

Output
* E_HOMO: -8.86 eV
* SMILES string: [H]/N=c1\ncon1N
* frontier orbital gap: 9.054 eV



no.,largest force on an atom (eV Å⁻¹)
1,4.04
2,5.27
3,5.74
4,4.65
5,1.68
6,3.01
7,5.10
8,3.56
9,3.15
10,3.54
11,4.41
12,2.18
13,3.51
14,1.10
15,1.87
16,0.41
17,3.30
18,4.93
19,2.22
20,6.68